Entry from the Open Molecules 2025 dataset: a molecular structure, C19H20AuF5O2SSb (wB97M-V/def2-TZVPD).

Its energy above the lowest of the compared OMol25 structures with the same formula, charge and spin is 0.0 kJ/mol. Its total charge is +1. The calculated total energy comes out at -58768.0244 eV.

The geometry in XYZ format:
```
49
Properties=species:S:1:pos:R:3:lowdin_charge:R:1
Au -1.151 -0.142 0.936 0.38
F 5.919 -0.206 1.856 0.18
C 4.641 0.086 1.982 -0.11
C 3.763 -0.210 0.946 -0.13
F 4.214 -0.779 -0.163 0.16
C 2.426 0.099 1.082 -0.22
F 1.612 -0.183 0.065 0.07
C 1.938 0.696 2.244 -0.33
S 0.254 1.134 2.472 1.03
C 2.840 0.987 3.270 -0.21
F 2.415 1.569 4.380 0.13
C 4.182 0.686 3.146 -0.13
F 5.029 0.965 4.124 0.16
C 1.075 8.536 -0.582 -0.04
C 0.665 7.151 -0.170 -0.24
C 1.481 6.057 -0.434 0.01
C 1.139 4.774 -0.032 -0.19
C 2.045 3.618 -0.361 -0.02
C -0.081 4.602 0.630 -0.08
C -0.938 5.677 0.897 -0.19
C -2.246 5.480 1.616 -0.02
C -0.536 6.942 0.499 0.01
C -0.521 3.242 1.018 -0.46
O 0.356 2.712 1.962 -0.31
O -1.476 2.637 0.631 0.05
H 1.866 8.511 -1.330 0.08
H 1.446 9.094 0.280 0.09
H 0.231 9.090 -0.991 0.09
H 2.413 6.208 -0.966 0.12
H 2.945 3.973 -0.859 0.09
H 1.555 2.907 -1.032 0.10
H 2.350 3.080 0.537 0.07
H -2.895 4.792 1.076 0.08
H -2.769 6.428 1.722 0.08
H -2.089 5.074 2.618 0.09
H -1.181 7.787 0.709 0.13
C -3.698 -0.450 -2.111 -0.29
Sb -3.407 -0.769 -0.042 1.24
C -4.128 -2.733 0.254 -0.30
C -4.878 0.439 0.875 -0.29
H -4.738 -0.653 -2.358 0.02
H -3.051 -1.116 -2.677 0.01
H -3.456 0.582 -2.358 0.01
H -5.128 -2.817 -0.168 0.02
H -4.160 -2.951 1.319 0.01
H -3.462 -3.442 -0.233 0.01
H -5.858 0.181 0.479 0.02
H -4.658 1.484 0.668 0.01
H -4.866 0.272 1.950 0.02
```